Record 1
The ion C3H6NOS with charge -1. Source: the Open Molecules 2025 dataset; level of theory: wB97M-V/def2-TZVPD.

Each line ends with the natural charge from an NBO analysis.
CARTESIAN COORDINATES (ANGSTROEM)
N (-0.498, 0.960, 1.050)  -0.86
C (-0.008, 0.429, -0.238)  -0.18
C (1.495, 0.353, -0.108)  0.47
O (2.274, 0.867, -0.882)  -0.59
C (-0.591, -0.933, -0.612)  -0.52
S (-0.370, -2.173, 0.743)  -0.73
H (-0.687, 0.181, 1.675)  0.39
H (-1.354, 1.469, 0.853)  0.34
H (-0.267, 1.151, -1.003)  0.18
H (1.816, -0.214, 0.786)  0.13
H (-1.673, -0.824, -0.711)  0.18
H (-0.138, -1.265, -1.553)  0.19

Net charge: -1
SMILES string: N[C@@H](C=O)C[S-]
DFT total energy: -17581.8600 eV
LUMO level: 4.10 eV
HOMO energy: -2.7045 eV
Energy above the lowest of the compared OMol25 structures with the same formula, charge and spin: 1.2053 eV
Frontier orbital gap: 6.80 eV

=====

Record 2
An isolated molecule of C23H30N2O3S. Source: the Open Molecules 2025 dataset; level of theory: wB97M-V/def2-TZVPD.

Each line ends with the natural charge from an NBO analysis.
CARTESIAN COORDINATES (ANGSTROEM)
C (-1.452, -2.306, -3.202)  -0.63
C (-0.385, -2.210, -2.155)  -0.02
C (-0.514, -2.843, -0.928)  -0.18
C (0.470, -2.727, 0.039)  -0.22
C (1.618, -1.990, -0.210)  -0.05
C (2.704, -1.861, 0.824)  -0.25
N (3.086, -0.485, 1.071)  -0.61
C (4.289, 0.008, 0.699)  0.68
O (5.124, -0.657, 0.124)  -0.63
C (4.521, 1.461, 1.084)  -0.48
C (4.088, 2.411, -0.044)  -0.42
C (2.602, 2.392, -0.262)  0.01
C (1.746, 2.855, 0.735)  -0.23
C (0.375, 2.832, 0.554)  -0.21
C (-0.143, 2.338, -0.627)  -0.26
S (-1.907, 2.321, -0.896)  2.30
O (-2.183, 2.930, -2.165)  -0.94
O (-2.557, 2.853, 0.271)  -0.95
N (-2.213, 0.692, -1.121)  -0.87
C (-2.590, -0.158, -0.003)  -0.04
C (-4.003, 0.122, 0.513)  -0.43
C (-4.339, -0.821, 1.665)  -0.40
C (-3.321, -0.673, 2.790)  -0.40
C (-1.913, -0.947, 2.271)  -0.39
C (-1.577, 0.004, 1.125)  -0.43
C (0.685, 1.891, -1.636)  -0.18
C (2.057, 1.921, -1.451)  -0.21
C (1.764, -1.379, -1.449)  -0.20
C (0.773, -1.480, -2.404)  -0.20
H (-1.054, -2.762, -4.108)  0.22
H (-2.291, -2.904, -2.854)  0.21
H (-1.812, -1.311, -3.461)  0.22
H (-1.393, -3.439, -0.722)  0.20
H (0.349, -3.224, 0.991)  0.21
H (2.387, -2.321, 1.765)  0.20
H (3.614, -2.360, 0.472)  0.25
H (2.385, 0.132, 1.451)  0.40
H (5.592, 1.584, 1.252)  0.24
H (3.989, 1.698, 2.006)  0.21
H (4.400, 3.425, 0.220)  0.22
H (4.605, 2.124, -0.961)  0.22
H (2.158, 3.253, 1.652)  0.22
H (-0.303, 3.202, 1.307)  0.24
H (-2.821, 0.590, -1.920)  0.41
H (-2.537, -1.190, -0.375)  0.20
H (-4.050, 1.159, 0.849)  0.23
H (-4.722, -0.005, -0.300)  0.20
H (-5.342, -0.603, 2.038)  0.21
H (-4.333, -1.853, 1.303)  0.19
H (-3.368, 0.344, 3.184)  0.20
H (-3.560, -1.362, 3.603)  0.21
H (-1.848, -1.978, 1.917)  0.19
H (-1.187, -0.822, 3.077)  0.21
H (-1.617, 1.033, 1.481)  0.22
H (-0.575, -0.197, 0.738)  0.22
H (0.244, 1.539, -2.553)  0.24
H (2.713, 1.587, -2.241)  0.22
H (2.671, -0.834, -1.659)  0.22
H (0.899, -1.000, -3.363)  0.21

SMILES string: Cc1ccc(CNC(=O)CCc2ccc(S(=O)(=O)NC3CCCCC3)cc2)cc1
DFT total energy: -44297.2753 eV
LUMO level: 0.54 eV
HOMO energy: -9.0174 eV
Energy above the lowest of the compared OMol25 structures with the same formula, charge and spin: 1.1616 eV
Frontier orbital gap: 9.56 eV